Density functional theory data (wB97M-V/def2-TZVPD) for a 2-piece molecular cluster, C2H8OS2 overall in a non-equilibrium geometry.

Values from the calculation:
SMILES: CSSC.O
Net charge: 0
Maximum force (Eh/bohr): 0.0353
Electronic energy (eV): -25921.533

Last column: natural (NBO) charge in e.
Atoms and positions in Å:
S 1.705 0.497 -0.987  0.0855
S 0.060 -0.515 -1.781  0.0825
O -1.011 -1.027 1.308  -0.9554
C -1.410 0.484 -1.473  -0.7625
C 1.852 0.428 0.776  -0.7753
H -1.231 -1.541 2.095  0.4743
H 2.904 0.433 1.060  0.2362
H -1.305 1.090 -0.577  0.2407
H 1.408 -0.488 1.172  0.2260
H -2.217 -0.224 -1.297  0.2320
H -0.357 -1.525 0.792  0.4783
H 1.323 1.270 1.219  0.2215
H -1.719 1.118 -2.306  0.2160

Force components x, y, z for each atom (eV/Å):
S 0.068 0.296 -1.787
S 0.673 0.053 0.824
O 0.052 -0.045 0.011
C -0.426 0.276 0.042
C -0.912 -0.560 0.947
H 0.179 -0.056 -0.239
H 0.018 0.128 -0.281
H 0.100 -0.094 0.023
H 0.156 0.135 0.031
H -0.024 -0.095 0.125
H -0.435 0.028 0.210
H 0.140 -0.028 0.160
H 0.412 -0.038 -0.064